1.
A single C6H10N2O4 molecule at a distorted geometry, computed with ωB97M-V with the def2-TZVPD basis set.

The calculation puts the relative energy (zero: lowest compared OMol25 entry of this formula, charge and spin) at 5.700 eV. The SMILES is O=CN1CCN(C=O)[C@@H](O)[C@H]1O. The frontier orbital gap is 10.5169 eV. As for the spin multiplicity: 1. As for the net charge: 0. The energy comes out at -17549.02995 eV. The calculation puts the strongest force on any atom at 7.96 eV/Å.

CARTESIAN COORDINATES (ANGSTROEM)
O -1.6408 -0.6908 -3.4708
C -1.5907 -0.1157 -2.2295
N -0.7930 0.1265 -1.0924
C -1.3267 0.5159 0.2948
C -0.2229 1.3075 1.1469
N 0.8818 0.4352 1.3582
C 1.7777 0.8908 2.2180
O 1.6574 1.8876 2.8089
C 0.9544 -0.7555 0.4984
O 0.1552 -1.7844 1.1884
C 0.4379 -0.6347 -1.0202
O 0.5162 -1.8137 -1.9502
H -2.7102 0.2576 -1.9117
H -1.4007 -0.2573 1.1486
H -2.1367 1.2401 -0.1751
H 0.1827 2.2622 0.7158
H -0.8780 1.5632 1.9509
H 2.7929 0.3831 1.8175
H 1.9093 -1.0881 0.7173
H -0.1066 -2.3383 0.5225
H 1.2436 0.0272 -1.5549
H 0.2972 -1.4181 -2.9813

Mulliken charges in e:
1 O -0.59
2 C 0.19
3 N 0.22
4 C -0.68
5 C -0.54
6 N 0.15
7 C 0.13
8 O -0.48
9 C -0.56
10 O -0.51
11 C 0.08
12 O -0.58
13 H 0.15
14 H 0.32
15 H 0.38
16 H 0.37
17 H 0.34
18 H 0.16
19 H 0.57
20 H 0.36
21 H 0.10
22 H 0.41


2.
A gas-phase ion, C6H10N2O4PS (charge -1) at a distorted geometry, computed with ωB97M-V with the def2-TZVPD basis set.

The frontier orbital gap (spin up / spin down) is 4.0208 / 7.1765 eV. As for the spin multiplicity: 3. As for the net charge: -1. The energy comes out at -37677.19578 eV. The calculation puts the strongest force on any atom at 4.93 eV/Å.

CARTESIAN COORDINATES (ANGSTROEM)
C -1.7006 -0.9966 -0.2829
C -0.6963 -0.2664 -0.7518
C 1.2507 0.8320 0.3341
C -2.8943 -3.1563 -0.7528
C 0.6594 -1.4050 0.8885
C -2.7026 -1.7879 -0.0031
N 0.9617 1.8630 -0.4799
N 0.4903 -0.2916 0.0439
O -0.6902 0.5613 -1.7559
O 2.1198 0.7709 1.2311
O 1.8683 4.2078 -1.5248
O 3.4064 2.7596 -0.1246
P 1.9016 3.2521 -0.4468
S 1.3924 4.1719 1.3405
H -3.8222 -3.1007 -1.2639
H -3.0601 -3.8780 -0.0675
H -1.9005 -3.2534 -1.3411
H -0.2927 -1.5879 1.5004
H 0.8460 -2.1776 0.2381
H 1.3147 -1.3218 1.7157
H 1.7795 2.9432 2.0197
H -3.4129 -1.4008 0.6168
H -0.0760 1.3973 -1.5332
H 3.2576 1.8651 0.3995

Mulliken charges in e:
1 C -0.33
2 C 0.85
3 C 0.88
4 C -1.00
5 C -1.13
6 C -1.00
7 N -0.57
8 N 0.09
9 O -0.51
10 O -0.84
11 O -0.68
12 O -0.56
13 P 0.70
14 S -0.36
15 H 0.27
16 H 0.36
17 H 0.27
18 H 0.29
19 H 0.38
20 H 0.39
21 H 0.20
22 H 0.45
23 H 0.47
24 H 0.39